1.
{"formula": "C3H7ClNOZr", "method": "ωB97M-V/def2-TZVPD", "homo_ha": -0.6421, "fmax_ev_per_a": 3.0, "homo_lumo_gap_ev": 1.62, "energy_ev": -20521.3714, "total_charge": 3, "elements": ["Zr", "Cl", "C", "C", "O", "N", "C", "H", "H", "H", "H", "H", "H", "H"], "positions_angstrom": [[-6.167, -7.547, 5.534], [-4.878, -4.049, 3.607], [-0.744, 0.187, -0.272], [0.684, 0.305, -0.804], [1.095, -0.584, -1.509], [1.336, 1.425, -0.562], [2.502, 1.883, -1.290], [-0.974, 1.075, 0.316], [-0.698, -0.641, 0.435], [-1.497, -0.006, -1.036], [0.966, 2.034, 0.155], [3.194, 1.041, -1.305], [2.918, 2.823, -0.929], [2.262, 2.054, -2.340]], "forces_ev_per_a": [[0.1, 0.5, -0.3], [-0.2, -0.6, 0.3], [-0.4, 0.2, 1.3], [-1.2, -1.3, -1.0], [0.6, -0.4, -0.4], [2.0, 2.1, 0.6], [-0.7, 0.0, 0.1], [-0.2, 0.1, -0.2], [0.0, -0.3, -0.1], [0.4, 0.1, -0.1], [-0.4, 0.4, 0.0], [0.4, -0.5, -0.1], [-0.3, -0.2, 0.4], [-0.1, -0.1, -0.5]], "lowdin_charge": [1.88, -0.12, 0.10, -0.41, 0.32, 0.18, 0.08, 0.11, 0.12, 0.13, 0.19, 0.15, 0.13, 0.15]}

2.
{"formula": "C3H7ClO2", "method": "ωB97M-V/def2-TZVPD", "homo_ha": [-0.2103, -0.3834], "multiplicity": 3, "fmax_ev_per_a": 3.2, "homo_lumo_gap_ev": [5.98, 8.06], "energy_ev": -19835.5785, "elements": ["C", "C", "C", "O", "O", "Cl", "H", "H", "H", "H", "H", "H", "H"], "positions_angstrom": [[-0.267, 0.676, 1.199], [-0.998, -1.101, -0.732], [-0.004, -0.189, 0.021], [1.248, -0.727, 0.024], [0.642, 1.217, -1.438], [2.252, 1.508, -1.361], [0.592, 1.220, 1.403], [-0.371, 0.092, 2.127], [-1.160, 1.357, 1.069], [-0.940, -0.741, -1.838], [-2.006, -1.016, -0.290], [-0.704, -2.214, -0.773], [1.716, -0.082, 0.589]], "forces_ev_per_a": [[-2.7, -0.8, -0.3], [1.0, 0.4, -0.9], [-2.0, -2.4, 0.3], [0.6, 0.3, 0.9], [1.5, 1.1, -0.9], [-0.6, 0.5, -0.5], [1.6, 1.7, 0.1], [-0.5, -0.1, 0.0], [1.1, -0.7, 0.2], [-0.7, -0.8, 1.7], [0.4, 0.1, -0.6], [-0.2, 1.7, 0.4], [0.5, -0.9, -0.4]], "mulliken_spin": [0.02, -0.01, 0.68, 0.09, 0.77, 0.35, 0.01, 0.04, 0.01, 0.04, 0.00, 0.02, -0.01]}

3.
{"formula": "C3H7ClO2Si", "method": "ωB97M-V/def2-TZVPD", "homo_ha": -0.3530, "fmax_ev_per_a": 5.2, "homo_lumo_gap_ev": 9.77, "energy_ev": -27721.1389, "smiles": "C[Si](C)(Cl)OC=O", "elements": ["C", "Si", "C", "Cl", "O", "C", "O", "H", "H", "H", "H", "H", "H", "H"], "positions_angstrom": [[0.153, -0.375, 1.636], [-0.328, 0.467, -0.081], [0.474, -0.046, -1.728], [-0.922, 2.468, 0.094], [-2.064, -0.396, -0.625], [-3.154, -0.120, -0.040], [-3.984, -0.945, 0.266], [-0.366, 0.024, 2.457], [-0.090, -1.531, 1.604], [1.314, -0.349, 1.759], [0.553, -1.099, -1.507], [-0.371, 0.188, -2.438], [1.372, 0.404, -1.865], [-3.440, 1.012, 0.130]], "forces_ev_per_a": [[2.0, -2.3, -2.7], [-3.0, -1.6, -0.3], [-4.0, -0.1, 1.9], [0.6, -0.9, 0.0], [5.1, 1.0, 0.1], [-3.5, 1.7, 1.3], [0.1, 0.1, 0.0], [-0.5, 0.8, 1.1], [0.3, 2.3, -0.2], [-2.1, 0.3, 0.0], [0.1, -0.5, -0.6], [1.3, -0.4, 0.5], [2.6, 1.3, -0.9], [0.9, -1.6, -0.2]], "lowdin_charge": [-0.19, 0.38, -0.16, 0.31, -0.15, -0.57, 0.03, -0.01, 0.08, 0.06, 0.03, 0.07, -0.02, 0.13]}

4.
{"formula": "C3H7ClOS", "method": "ωB97M-V/def2-TZVPD", "homo_ha": -0.3498, "fmax_ev_per_a": 2.8, "homo_lumo_gap_ev": 8.67, "energy_ev": -28628.6716, "smiles": "CCC(=S)Cl.O", "elements": ["C", "C", "C", "S", "Cl", "H", "H", "H", "H", "H", "O", "H", "H"], "positions_angstrom": [[1.403, -0.459, 0.322], [0.141, -1.222, 0.529], [-0.969, -0.543, -0.086], [-1.350, -0.805, -1.630], [-1.988, 0.534, 0.923], [2.253, -0.964, 0.735], [1.457, 0.476, 0.812], [1.637, -0.446, -0.675], [0.051, -1.284, 1.618], [0.286, -2.196, 0.009], [-0.723, 2.610, -0.935], [-0.609, 1.623, -1.168], [-1.589, 2.674, -0.454]], "forces_ev_per_a": [[1.1, -0.4, 1.3], [1.0, -1.1, 1.5], [-2.2, 0.3, -1.1], [-0.2, 0.4, 0.1], [0.7, -0.8, -0.1], [0.3, -0.8, 0.6], [-0.4, 1.4, 0.1], [0.4, 0.8, -2.7], [-0.5, -0.5, -0.2], [-0.4, 0.5, 0.8], [-0.6, -1.8, 0.0], [-0.5, 2.5, 0.5], [1.3, -0.3, -0.8]], "lowdin_charge": [-0.11, -0.38, -1.18, 0.75, 0.62, 0.08, 0.08, 0.05, 0.12, 0.12, -0.16, -0.01, 0.01]}